Here is a 2-piece molecular cluster, H2 overall from OMol25. Energies are from the ωB97M-V functional and the def2-TZVPD basis.

Values from the calculation:
E = -25.0111 eV
HOMO-LUMO gap = 6.04 eV
charge = 0
strongest force on any atom = 1.8 eV/A
energy relative to the best compared isomer or geometry (same formula, charge and spin) = 6.578 eV

CARTESIAN COORDINATES (ANGSTROEM)
H1 0.713 -0.290 1.082
H2 -0.713 0.290 -1.082


Here is C3H10N2S as an isolated structure from OMol25. Energies are from the ωB97M-V functional and the def2-TZVPD basis.

Values from the calculation:
E = -17081.5665 eV
HOMO-LUMO gap = 4.59 eV
charge = 0
strongest force on any atom = 4.2 eV/A
energy relative to the best compared isomer or geometry (same formula, charge and spin) = 7.038 eV

CARTESIAN COORDINATES (ANGSTROEM)
N1 -1.470 1.057 -0.966
C1 -0.564 0.475 0.061
C2 0.966 0.598 -0.409
S1 2.261 -0.219 0.620
C3 -1.018 -0.947 0.157
N2 -2.307 -0.775 0.875
H1 0.211 0.669 -3.689
H2 0.598 -0.039 -3.570
H3 -1.572 2.064 -0.947
H4 -0.579 0.825 1.093
H5 1.009 0.303 -1.452
H6 1.120 1.661 -0.355
H7 -0.402 -1.594 0.760
H8 -1.008 -1.533 -0.801
H9 -2.743 -1.648 0.620
H10 -2.681 0.074 0.209


Here is a 3-piece molecular cluster, C31H56FN3O7 overall from OMol25. Energies are from the ωB97M-V functional and the def2-TZVPD basis.

Values from the calculation:
E = -54570.2341 eV
structure (SMILES) = COCCCCCCCCCCc1cccc2c1C(=O)N(F)C2=O.COCCNCCOC.COCCNCCOC
HOMO-LUMO gap = 8.18 eV
charge = 0
strongest force on any atom = 1.8 eV/A

CARTESIAN COORDINATES (ANGSTROEM)
C1 8.594 -0.425 -1.664
O1 7.502 -0.316 -2.558
C2 6.273 -0.199 -1.882
C3 5.116 -0.096 -2.891
C4 4.863 1.344 -3.356
C5 3.437 1.565 -3.949
C6 2.409 1.386 -2.812
C7 0.980 1.895 -3.143
C8 0.208 2.395 -1.864
C9 -1.117 1.641 -1.598
C10 -0.984 0.533 -0.511
C11 0.092 -0.469 -0.996
C12 0.186 -1.748 -0.189
C13 0.085 -1.843 1.196
C14 0.239 -3.068 1.811
C15 0.492 -4.220 1.108
C16 0.593 -4.170 -0.260
C17 0.431 -2.921 -0.866
C18 0.592 -3.160 -2.349
O2 0.761 -2.424 -3.289
N1 0.501 -4.577 -2.482
F1 1.052 -5.087 -3.623
C19 0.898 -5.232 -1.287
O3 1.385 -6.328 -1.185
H1 8.477 0.280 -0.825
H2 9.488 -0.134 -2.225
H3 8.702 -1.452 -1.285
H4 6.085 -1.127 -1.303
H5 6.249 0.619 -1.142
H6 5.356 -0.722 -3.762
H7 4.254 -0.567 -2.406
H8 5.643 1.714 -4.030
H9 4.897 1.989 -2.461
H10 3.372 2.534 -4.454
H11 3.298 0.751 -4.676
H12 2.770 1.917 -1.921
H13 2.322 0.311 -2.630
H14 0.947 2.635 -3.949
H15 0.416 1.018 -3.491
H16 -0.076 3.442 -2.107
H17 0.876 2.442 -0.995
H18 -1.427 1.146 -2.526
H19 -1.864 2.364 -1.247
H20 -1.949 0.069 -0.288
H21 -0.573 1.048 0.371
H22 1.059 0.036 -0.878
H23 -0.116 -0.692 -2.044
H24 -0.109 -0.941 1.770
H25 0.197 -3.141 2.895
H26 0.643 -5.181 1.595
C20 0.316 6.166 -1.400
O4 -0.996 5.656 -1.242
C21 -1.625 6.014 -0.018
C22 -2.603 7.171 -0.169
N2 -1.937 8.447 -0.398
C23 -2.766 9.511 -0.975
C24 -3.650 9.240 -2.195
O5 -2.978 9.099 -3.433
C25 -2.239 7.903 -3.586
H27 0.802 5.596 -2.192
H28 0.308 7.213 -1.716
H29 0.903 6.068 -0.482
H30 -0.890 6.199 0.772
H31 -2.210 5.139 0.280
H32 -3.203 7.244 0.744
H33 -3.279 6.905 -0.989
H34 -1.127 8.313 -0.983
H35 -2.082 10.320 -1.242
H36 -3.408 9.897 -0.176
H37 -4.279 10.124 -2.322
H38 -4.343 8.404 -2.039
H39 -2.784 7.033 -3.211
H40 -1.264 7.994 -3.104
H41 -2.060 7.757 -4.652
C26 -0.739 -7.285 3.207
O6 -1.060 -5.968 3.614
C27 -2.274 -5.455 3.071
C28 -3.427 -5.534 4.063
N3 -3.893 -6.897 4.283
C29 -4.674 -7.122 5.503
C30 -4.188 -6.591 6.854
O7 -3.093 -7.276 7.436
C31 -1.847 -7.071 6.802
H42 0.317 -7.451 3.419
H43 -1.301 -8.037 3.767
H44 -0.911 -7.431 2.136
H45 -2.521 -5.922 2.112
H46 -2.088 -4.396 2.877
H47 -4.259 -4.933 3.680
H48 -3.077 -5.064 4.988
H49 -3.111 -7.533 4.275
H50 -4.786 -8.204 5.600
H51 -5.679 -6.720 5.329
H52 -5.011 -6.739 7.558
H53 -3.999 -5.510 6.843
H54 -1.693 -6.025 6.528
H55 -1.751 -7.724 5.933
H56 -1.065 -7.355 7.507


Here is C2H6NO3P2 as an isolated structure from OMol25. Energies are from the ωB97M-V functional and the def2-TZVPD basis.

Values from the calculation:
E = -28374.3669 eV
HOMO-LUMO gap = 8.41 eV
charge = +1
strongest force on any atom = 3.5 eV/A
energy relative to the best compared isomer or geometry (same formula, charge and spin) = 0.107 eV

CARTESIAN COORDINATES (ANGSTROEM)
C1 -2.373 2.088 1.064
C2 -1.035 1.968 0.925
N1 3.116 -0.002 -2.004
O1 2.738 -1.484 0.428
O2 1.028 0.549 -0.042
O3 -3.151 1.006 1.086
P1 2.852 -0.058 0.296
P2 -0.432 0.351 0.309
H1 -2.689 3.075 1.196
H2 -0.486 2.849 1.131
H3 2.527 -0.755 -2.250
H4 2.720 0.847 -2.413
H5 4.113 0.057 -2.365
H6 -4.010 1.302 0.998


Here is one molecule with the formula C4H7NO from OMol25. Energies are from the ωB97M-V functional and the def2-TZVPD basis.

Values from the calculation:
E = -7794.7486 eV
HOMO-LUMO gap = 9.31 eV
charge = 0
strongest force on any atom = 0.5 eV/A
energy relative to the best compared isomer or geometry (same formula, charge and spin) = 4.896 eV

CARTESIAN COORDINATES (ANGSTROEM)
O1 1.257 1.967 0.489
C1 1.733 0.953 0.035
C2 0.985 -0.346 -0.113
C3 -0.367 -0.403 0.597
C4 -1.616 0.017 -0.240
N1 -1.138 -1.524 0.466
H1 2.793 0.928 -0.301
H2 1.620 -1.148 0.286
H3 0.875 -0.572 -1.183
H4 -0.360 0.139 1.557
H5 -1.293 0.358 -1.224
H6 -2.239 0.706 0.324
H7 -2.234 -0.914 -0.420


Here is a 2-piece molecular cluster, C2H4O2S overall from OMol25. Energies are from the ωB97M-V functional and the def2-TZVPD basis.

Values from the calculation:
E = -17062.3415 eV
HOMO-LUMO gap (spin up / spin down) = 7.10 / 7.09 eV
charge = 0
strongest force on any atom = 3.6 eV/A
energy relative to the best compared isomer or geometry (same formula, charge and spin) = 6.929 eV

CARTESIAN COORDINATES (ANGSTROEM)
C1 -0.317 0.382 0.111
C2 1.044 0.849 0.005
O1 -2.884 -0.202 0.042
O2 0.048 -2.109 -0.126
S1 -1.831 0.868 -0.050
H1 1.355 1.027 -0.984
H2 1.882 0.198 0.443
H3 1.384 1.690 0.692
H4 -0.681 -2.703 -0.132


Here is a 6-piece molecular cluster, C17H26F10N7O14 overall from OMol25. Energies are from the ωB97M-V functional and the def2-TZVPD basis.

Values from the calculation:
E = -84299.6611 eV
HOMO-LUMO gap = 9.06 eV
charge = +1
strongest force on any atom = 1.0 eV/A

CARTESIAN COORDINATES (ANGSTROEM)
O1 1.186 2.732 -1.484
C1 0.637 2.454 -2.522
C2 0.673 1.047 -3.055
C3 -0.230 0.157 -2.216
C4 -0.659 -1.100 -3.002
O2 -0.581 -2.304 -2.267
C5 -1.023 -2.097 -0.962
C6 -1.407 -3.464 -0.328
F1 -0.937 -3.571 0.935
F2 -0.861 -4.461 -1.059
C7 -2.937 -3.685 -0.333
F3 -3.367 -3.453 -1.602
F4 -3.188 -4.965 -0.021
C8 -3.704 -2.742 0.663
F5 -2.847 -1.816 1.171
F6 -4.211 -3.468 1.671
C9 -4.876 -1.968 0.007
F7 -4.396 -1.122 -0.921
F8 -5.484 -1.247 0.955
F9 -5.747 -2.798 -0.546
C10 0.092 -1.414 -0.179
C11 1.357 -2.251 -0.011
O3 1.734 -2.533 1.076
N1 2.060 -2.546 -1.245
C12 3.439 -2.225 -1.130
O4 4.313 -2.892 -0.741
F10 3.595 -0.961 -1.512
N2 0.495 -0.150 -0.922
H1 0.076 3.180 -3.114
H2 1.688 0.657 -3.071
H3 0.303 1.025 -4.073
H4 -1.111 0.727 -1.946
H5 -0.087 -1.224 -3.909
H6 -1.695 -0.940 -3.302
H7 -1.916 -1.474 -0.973
H8 -0.248 -1.185 0.823
H9 2.038 -3.557 -1.376
H10 0.329 0.642 -0.299
H11 1.504 -0.155 -1.085
C13 3.161 4.627 0.552
N3 4.285 5.603 0.576
O5 5.122 5.481 1.442
O6 4.280 6.453 -0.286
H12 3.295 3.931 1.371
H13 2.240 5.191 0.656
H14 3.191 4.124 -0.408
C14 3.141 -2.166 4.068
N4 2.495 -1.039 4.786
O7 1.866 -0.233 4.119
O8 2.630 -0.986 5.983
H15 2.913 -2.052 3.019
H16 4.213 -2.107 4.252
H17 2.726 -3.088 4.464
C15 -7.911 0.472 2.444
N5 -8.517 1.821 2.618
O9 -9.714 1.925 2.487
O10 -7.752 2.726 2.873
H18 -8.700 -0.234 2.217
H19 -7.198 0.546 1.631
H20 -7.408 0.220 3.373
C16 -2.277 4.490 -5.827
N6 -1.834 3.145 -5.368
O11 -2.672 2.332 -5.056
O12 -0.634 2.935 -5.327
H21 -3.359 4.515 -5.804
H22 -1.844 5.221 -5.150
H23 -1.893 4.629 -6.833
C17 8.031 -0.187 4.259
N7 6.719 -0.838 3.993
O13 6.284 -0.817 2.862
O14 6.159 -1.351 4.940
H24 8.402 0.222 3.328
H25 7.861 0.588 4.998
H26 8.694 -0.951 4.653


Here is C24H37HgPS2 as an isolated structure from OMol25. Energies are from the ωB97M-V functional and the def2-TZVPD basis.

Values from the calculation:
E = -60624.8622 eV
HOMO-LUMO gap (spin up / spin down) = 6.43 / 5.73 eV
charge = -1
spin multiplicity = 2
strongest force on any atom = 0.7 eV/A
energy relative to the best compared isomer or geometry (same formula, charge and spin) = 0.000 eV

CARTESIAN COORDINATES (ANGSTROEM)
Hg1 0.085 1.677 -3.722
S1 1.705 -1.285 -3.162
C1 0.696 -2.661 -3.122
C2 1.327 -3.932 -3.016
C3 0.617 -5.101 -2.959
C4 -0.789 -5.066 -2.989
C5 -1.434 -3.861 -3.080
C6 -0.737 -2.625 -3.163
S2 -1.672 -1.201 -3.262
H1 2.408 -3.946 -2.986
H2 1.145 -6.046 -2.889
H3 -1.367 -5.982 -2.938
H4 -2.516 -3.821 -3.096
C7 0.298 -2.652 2.584
C8 -1.055 -2.506 1.870
C9 -0.956 -1.577 0.649
C10 0.082 -0.474 0.887
C11 1.477 -1.128 0.955
C12 1.432 -2.539 1.568
P1 0.026 0.764 -0.521
C13 -1.435 1.868 -0.080
C14 -2.690 1.395 -0.834
C15 -3.917 2.169 -0.362
C16 -4.250 1.817 1.100
C17 -2.996 1.393 1.881
C18 -1.759 2.153 1.404
C19 1.394 1.985 -0.098
C20 1.575 2.405 1.373
C21 3.006 2.889 1.657
C22 3.547 3.675 0.466
C23 3.705 2.755 -0.760
C24 2.738 1.562 -0.704
H5 0.347 -3.608 3.112
H6 0.416 -1.867 3.339
H7 -1.800 -2.122 2.574
H8 -1.399 -3.490 1.539
H9 -1.937 -1.157 0.431
H10 -0.662 -2.142 -0.237
H11 -0.149 0.019 1.839
H12 2.150 -0.498 1.545
H13 1.887 -1.197 -0.056
H14 2.391 -2.765 2.040
H15 1.275 -3.284 0.782
H16 -1.135 2.815 -0.547
H17 -2.859 0.326 -0.688
H18 -2.536 1.527 -1.906
H19 -4.773 1.950 -1.004
H20 -3.715 3.241 -0.452
H21 -4.979 1.003 1.128
H22 -4.715 2.678 1.590
H23 -2.824 0.321 1.757
H24 -3.147 1.569 2.949
H25 -0.913 1.909 2.047
H26 -1.944 3.226 1.529
H27 1.072 2.861 -0.677
H28 1.343 1.574 2.045
H29 0.875 3.212 1.606
H30 3.661 2.032 1.845
H31 3.017 3.503 2.561
H32 4.501 4.142 0.721
H33 2.845 4.484 0.238
H34 4.731 2.380 -0.815
H35 3.527 3.330 -1.672
H36 3.178 0.760 -0.111
H37 2.583 1.162 -1.705